[1]
Formula: C70H65BClN6O3P2RbS2Si
Source: the Open Molecules 2025 dataset
Level of theory: ωB97M-V/def2-TZVPD

E_tot: -5538.52639 Ha
ΔE to the lowest compared entry with this formula, charge and spin: 171.56 kJ/mol

Geometry as ORCA input:
```
! wB97M-V def2-TZVPD RIJCOSX def2/J DEFGRID3
* xyz -2 1
Rb -1.25 0.31 1.52
C 1.59 0.54 3.47
Si 2.21 -0.03 1.76
C 3.30 1.44 1.15
C 3.59 2.60 1.86
C 4.53 3.52 1.39
C 5.20 3.28 0.20
C 4.92 2.14 -0.54
C 3.96 1.23 -0.09
P 3.40 -0.26 -1.01
C 2.27 0.45 -2.27
C 2.14 1.81 -2.54
C 1.24 2.25 -3.51
C 0.45 1.35 -4.20
C 0.56 -0.01 -3.93
C 1.46 -0.45 -2.97
C 4.88 -0.70 -2.01
C 6.06 -1.00 -1.31
C 7.16 -1.53 -1.96
C 7.10 -1.78 -3.33
C 5.94 -1.49 -4.03
C 4.84 -0.95 -3.37
C 3.68 -1.16 2.17
C 4.74 -0.85 3.02
C 5.81 -1.73 3.18
C 5.83 -2.92 2.45
C 4.77 -3.24 1.60
C 3.68 -2.38 1.49
P 1.89 -2.64 0.65
C 2.53 -4.12 -0.29
C 2.72 -5.37 0.30
C 3.25 -6.43 -0.42
C 3.64 -6.26 -1.75
C 3.49 -5.01 -2.34
C 2.94 -3.96 -1.62
C 0.05 -3.02 0.01
C -0.44 -4.33 -0.01
C -1.60 -4.67 -0.69
C -2.31 -3.70 -1.38
C -1.87 -2.38 -1.34
C -0.71 -2.05 -0.64
H 2.44 0.84 4.10
H 1.06 -0.26 3.98
H 0.90 1.39 3.41
H 3.10 2.79 2.81
H 4.75 4.41 1.96
H 5.94 3.99 -0.17
H 5.44 1.95 -1.48
H 2.72 2.54 -1.99
H 1.13 3.31 -3.69
H -0.28 1.70 -4.92
H -0.08 -0.72 -4.43
H 1.51 -1.51 -2.74
H 6.09 -0.84 -0.23
H 8.05 -1.76 -1.40
H 7.96 -2.20 -3.84
H 5.89 -1.68 -5.10
H 3.94 -0.72 -3.93
H 4.76 0.11 3.54
H 6.62 -1.50 3.86
H 6.66 -3.60 2.55
H 4.81 -4.17 1.04
H 2.45 -5.51 1.34
H 3.38 -7.39 0.06
H 4.06 -7.08 -2.31
H 3.80 -4.85 -3.36
H 2.84 -2.99 -2.09
H 0.10 -5.12 0.50
H -1.94 -5.70 -0.69
H -3.21 -3.95 -1.93
H -2.43 -1.60 -1.84
H -0.40 -1.01 -0.63
B -3.56 3.01 3.68
N -2.11 3.58 3.61
C -1.65 4.70 4.20
C -0.35 4.91 3.79
C -0.10 3.84 2.92
N -1.16 3.04 2.82
N -3.60 1.63 4.43
C -4.18 1.36 5.61
C -4.07 0.01 5.86
C -3.38 -0.47 4.74
N -3.10 0.51 3.89
H -4.22 3.79 4.35
H -3.99 2.86 2.56
H -2.29 5.26 4.86
H 0.31 5.72 4.06
H 0.80 3.61 2.36
H -4.64 2.15 6.18
H -4.44 -0.54 6.71
H -3.08 -1.48 4.50
S -1.94 2.54 -1.37
C -3.07 2.20 -2.59
N -2.94 2.82 -3.85
C -3.88 2.50 -4.90
C -5.26 2.34 -4.31
N -5.20 1.29 -3.32
C -6.27 0.32 -3.31
C -6.07 -0.80 -4.31
C -7.16 -1.42 -4.91
C -6.98 -2.48 -5.79
C -5.70 -2.93 -6.08
C -4.61 -2.32 -5.48
C -4.79 -1.26 -4.60
C -4.16 1.28 -2.39
S -4.21 0.17 -1.10
C -2.27 4.11 -3.97
C -3.23 5.27 -3.84
C -3.56 6.06 -4.94
C -4.48 7.10 -4.82
C -5.09 7.35 -3.60
C -4.77 6.55 -2.50
C -3.85 5.52 -2.62
H -3.60 1.55 -5.38
H -3.87 3.28 -5.65
H -5.98 2.06 -5.08
H -5.57 3.29 -3.86
H -7.21 0.83 -3.51
H -6.32 -0.10 -2.31
H -8.16 -1.08 -4.67
H -7.84 -2.95 -6.25
H -5.55 -3.75 -6.78
H -3.60 -2.68 -5.68
H -3.94 -0.80 -4.11
H -1.76 4.15 -4.93
H -1.53 4.15 -3.17
H -3.08 5.87 -5.89
H -4.72 7.71 -5.68
H -5.80 8.15 -3.50
H -5.24 6.74 -1.54
H -3.60 4.90 -1.76
C 3.57 -2.13 6.71
C 2.17 -1.56 6.75
C 1.83 -0.50 7.56
C 0.55 0.03 7.54
Cl 0.16 1.37 8.60
C -0.41 -0.48 6.69
C -0.09 -1.56 5.88
C 1.18 -2.11 5.93
O 1.59 -3.19 5.19
C 0.67 -3.85 4.33
C 0.58 -3.10 3.01
O 1.51 -3.49 2.17
O -0.26 -2.24 2.82
H 4.23 -1.56 7.37
H 3.96 -2.09 5.69
H 3.58 -3.18 7.01
H 2.58 -0.06 8.21
H -1.40 -0.03 6.63
H -0.82 -1.91 5.17
H -0.32 -3.92 4.78
H 1.08 -4.84 4.17
*
```

---

[2]
Formula: C70H98N10O34
Source: the Open Molecules 2025 dataset
Level of theory: ωB97M-V/def2-TZVPD

E_tot: -5831.87404 Ha

Geometry as ORCA input:
```
! wB97M-V def2-TZVPD RIJCOSX def2/J DEFGRID3
* xyz 0 1
C -2.43 -0.13 -3.84
N -1.11 -0.58 -4.19
C -0.23 -0.67 -3.16
C 1.07 -1.26 -3.29
C 1.47 -1.50 -4.64
C 0.59 -1.24 -5.68
C -0.69 -0.89 -5.42
C 2.90 -1.90 -4.87
C 3.40 -2.86 -4.01
C 4.72 -3.11 -3.94
N 5.60 -2.43 -4.64
C 5.19 -1.51 -5.54
C 3.84 -1.19 -5.64
C 7.08 -2.63 -4.46
H -2.72 0.53 -4.65
H -2.36 0.52 -3.04
H -3.00 -1.04 -3.61
H -0.62 -0.30 -2.22
H 1.80 -1.31 -2.47
H 0.99 -1.46 -6.68
H -1.51 -0.77 -6.15
H 2.62 -3.37 -3.45
H 5.05 -3.87 -3.25
H 5.98 -0.90 -5.90
H 3.65 -0.35 -6.26
H 7.16 -3.22 -3.53
H 7.42 -1.63 -4.33
H 7.39 -3.27 -5.26
C -6.64 -1.02 -2.66
N -6.61 -0.90 -1.25
C -7.03 0.24 -0.75
C -6.75 0.65 0.57
C -5.95 -0.22 1.28
C -5.61 -1.51 0.78
C -5.99 -1.82 -0.48
C -5.27 0.21 2.55
C -3.86 0.16 2.68
C -3.30 0.51 3.88
N -3.98 0.98 4.88
C -5.27 1.41 4.67
C -5.94 0.98 3.53
C -3.38 1.28 6.15
H -7.12 -0.14 -3.09
H -7.29 -1.85 -3.02
H -5.63 -1.08 -2.95
H -7.43 0.94 -1.44
H -6.97 1.68 0.81
H -4.93 -2.17 1.45
H -5.70 -2.78 -0.95
H -3.22 -0.14 1.84
H -2.28 0.18 4.05
H -5.78 1.88 5.47
H -6.98 1.33 3.43
H -2.72 2.08 5.99
H -2.75 0.44 6.37
H -4.12 1.35 6.92
C -0.82 -2.11 2.03
N 0.70 -2.13 1.80
C 1.39 -3.26 1.79
C 2.71 -3.23 1.65
C 3.34 -2.05 1.24
C 2.66 -0.86 1.26
C 1.31 -0.98 1.57
C 4.72 -2.13 0.71
C 5.74 -1.31 1.22
C 7.05 -1.63 0.92
N 7.29 -2.74 0.17
C 6.29 -3.60 -0.31
C 4.99 -3.26 -0.04
C 8.75 -3.16 0.02
H -1.12 -3.11 2.17
H -1.18 -1.62 1.05
H -1.03 -1.38 2.77
H 0.78 -4.18 1.79
H 3.27 -4.17 1.55
H 3.04 0.14 1.06
H 0.66 -0.07 1.70
H 5.61 -0.49 1.87
H 7.94 -1.13 1.27
H 6.56 -4.51 -0.87
H 4.10 -3.96 -0.28
H 8.93 -3.60 -0.99
H 8.99 -3.93 0.74
H 9.42 -2.32 0.11
C -4.67 2.76 -0.12
N -3.34 2.96 -0.50
C -2.96 2.71 -1.77
C -1.64 2.84 -2.15
C -0.60 2.92 -1.17
C -1.05 3.23 0.10
C -2.38 3.18 0.41
C 0.81 2.86 -1.65
C 1.83 2.52 -0.80
C 3.11 2.60 -1.25
N 3.45 2.95 -2.49
C 2.48 3.24 -3.34
C 1.13 3.21 -2.96
C 4.83 2.92 -2.87
H -4.62 1.90 0.53
H -5.25 2.58 -0.98
H -5.07 3.71 0.29
H -3.78 2.61 -2.46
H -1.46 2.47 -3.12
H -0.40 3.51 0.92
H -2.84 3.32 1.36
H 1.74 2.37 0.28
H 3.86 2.19 -0.57
H 2.76 3.61 -4.33
H 0.36 3.51 -3.65
H 5.00 2.32 -3.77
H 5.30 2.35 -2.05
H 5.10 3.92 -2.95
C -5.46 5.92 2.04
O -5.80 5.52 0.75
C -6.92 6.17 0.21
C -7.31 5.60 -1.18
N -8.06 4.38 -1.11
H -7.56 3.40 -2.27
H -7.82 3.85 -0.19
C -9.56 4.55 -1.19
C -10.17 5.58 -0.20
O -11.47 5.98 -0.61
C -12.58 5.05 -0.38
H -4.57 5.39 2.36
H -6.38 5.87 2.78
H -5.13 6.97 2.02
H -6.61 7.17 0.09
H -7.74 6.16 0.81
H -6.41 5.52 -1.87
H -8.00 6.36 -1.51
H -9.98 3.61 -0.86
H -9.89 4.77 -2.25
H -9.55 6.50 -0.26
H -10.29 5.25 0.82
H -12.73 4.84 0.69
H -12.44 4.14 -0.95
H -13.46 5.51 -0.82
C 9.13 -2.54 9.41
O 8.16 -2.35 8.42
C 8.12 -1.15 7.68
C 7.00 -1.24 6.63
N 7.09 -2.34 5.70
H 7.83 -2.95 6.01
H 4.76 -6.72 -2.94
C 5.90 -3.17 5.62
C 6.06 -4.08 4.38
O 7.08 -4.97 4.48
C 7.09 -6.06 3.61
H 9.32 -3.58 9.44
H 8.67 -2.19 10.33
H 10.09 -2.03 9.19
H 9.09 -1.01 7.18
H 7.75 -0.36 8.39
H 7.12 -0.33 6.01
H 5.97 -1.21 7.07
H 5.07 -2.49 5.54
H 5.71 -3.85 6.48
H 6.33 -3.40 3.52
H 5.13 -4.64 4.20
H 6.34 -6.82 3.87
H 8.04 -6.61 3.61
H 7.00 -5.67 2.55
O 0.64 -4.17 -2.62
C 0.64 -3.73 -1.33
O 1.78 -3.30 -0.95
O -0.48 -3.70 -0.77
H -0.28 -4.16 -2.85
O -6.02 2.71 -4.84
C -6.19 3.05 -3.60
O -7.35 2.73 -3.09
O -5.35 3.77 -3.03
H -5.08 2.84 -5.08
O 6.43 2.06 1.72
C 5.44 1.83 0.80
O 4.30 2.06 1.25
O 5.80 1.47 -0.37
H 6.09 2.33 2.50
O 7.48 -7.44 -3.09
C 7.16 -6.38 -2.20
O 7.88 -6.28 -1.23
O 6.22 -5.63 -2.59
H 8.08 -7.97 -2.59
O -9.36 2.96 3.29
C -8.80 2.94 1.97
O -7.66 3.43 1.95
O -9.43 2.40 1.10
H -8.65 3.37 3.78
O -2.40 3.42 -6.47
C -2.27 2.65 -5.39
O -1.07 2.23 -5.16
O -3.30 2.39 -4.81
H -1.44 3.45 -6.76
O 5.60 -0.74 -2.04
C 4.22 -0.40 -2.29
O 3.48 -0.90 -1.45
O 4.00 0.40 -3.17
H 5.76 -0.18 -1.25
O -2.58 -2.24 -1.70
C -2.97 -1.00 -1.12
O -2.21 -0.38 -0.35
O -4.07 -0.63 -1.54
H -1.78 -2.64 -1.34
O 0.26 2.97 3.24
C -0.48 1.83 3.62
O -1.19 2.04 4.66
O -0.46 0.86 2.88
H 0.26 3.55 4.00
O 3.63 -5.29 -1.79
C 3.40 -6.61 -1.70
O 2.75 -7.16 -0.92
O 4.10 -7.28 -2.63
H 2.97 -4.71 -1.45
*
```